(1)
42
Properties=species:S:1:pos:R:3:forces:R:3 method="wB97M-V/def2-TZVPD" total_energy_ev=-47843.4417 homo_energy_ev=-12.4 homo_lumo_gap_ev=9.89 total_charge=+1 e_lumo_ev=-2.487
Rb 0.79149 -1.33765 -1.88474 -0.252 -0.088 0.045
O -1.88218 -2.25440 -2.15009 -0.739 0.808 0.430
S -3.10512 -1.74617 -1.54698 -0.247 0.093 -0.991
O -3.12002 -1.32126 -0.18079 0.059 -0.428 -0.326
O -3.59139 -0.50987 -2.45668 0.974 -1.058 -0.101
C -4.67257 0.29339 -1.98804 -1.120 1.169 0.121
C -5.29494 1.09050 -3.15155 0.796 -1.047 0.307
C -4.37996 -2.94570 -1.91599 0.318 0.359 0.632
H -4.30176 1.00439 -1.24968 0.076 -0.260 0.168
H -5.46718 -0.29663 -1.52659 0.293 -0.305 0.050
H -6.33093 1.29215 -2.89936 0.013 0.408 -0.021
H -5.28525 0.46652 -4.04653 -0.047 0.110 -0.051
H -4.69540 1.97908 -3.32059 -0.287 0.201 -0.194
H -5.26886 -2.60230 -1.39204 -0.118 -0.194 -0.087
H -4.03818 -3.90076 -1.52396 -0.057 0.016 0.091
H -4.52927 -3.01089 -2.98833 0.096 0.144 -0.043
O 0.52834 -0.97989 0.96379 0.641 -0.149 0.914
S 1.57557 -0.80874 1.95042 -0.144 -0.378 0.891
O 2.68207 0.03439 1.62182 0.076 0.061 -0.187
O 0.88990 -0.29616 3.29512 -0.175 -0.535 -1.129
C 1.73882 0.10950 4.39220 0.831 0.543 0.064
C 0.91920 1.01445 5.26549 -0.472 0.178 0.282
C 2.27374 -2.38769 2.48582 0.225 0.176 -0.958
H 2.59716 0.64694 3.97932 -0.121 0.015 -0.014
H 2.15435 -0.74787 4.92699 -0.430 -0.236 -0.086
H 1.40453 1.19740 6.22386 0.169 -0.016 -0.095
H -0.05942 0.58525 5.48647 0.081 -0.143 -0.041
H 0.74146 1.97210 4.77749 0.074 -0.014 -0.023
H 2.54490 -2.91935 1.56988 -0.242 -0.011 0.004
H 1.61031 -3.00026 3.08576 -0.202 0.212 0.031
H 3.22973 -2.19169 2.96735 -0.223 0.223 0.308
N 2.51862 0.90992 -2.17100 0.932 0.357 0.277
C 3.61392 0.53153 -1.47850 -0.789 -0.147 -0.447
C 4.61105 1.38221 -1.06743 0.666 0.438 0.395
C 4.51824 2.73431 -1.37320 -0.705 -0.528 -0.224
C 3.39772 3.13367 -2.08235 0.420 0.710 0.018
C 2.44313 2.21302 -2.47049 -0.293 -0.379 0.128
H 3.66962 -0.52730 -1.25251 0.136 -0.030 0.134
H 5.44376 1.02106 -0.47767 -0.045 -0.165 -0.101
H 5.24282 3.47946 -1.08156 0.180 -0.180 0.127
H 3.32812 4.19320 -2.29770 -0.408 -0.131 -0.256
H 1.55384 2.50015 -3.01743 0.065 0.202 -0.043

(2)
27
Properties=species:S:1:pos:R:3:forces:R:3 method="wB97M-V/def2-TZVPD" total_energy_ev=-14038.5206 homo_energy_ev=-8.2 homo_lumo_gap_ev=8.63 e_lumo_ev=0.399 relative_energy_ev=8.042
C -2.12877 -1.39343 -1.14832 -2.101 -0.235 -4.279
C -0.91623 -0.69852 -0.70576 2.907 -0.327 2.088
C -0.28443 0.34448 -1.35614 -0.212 1.625 -2.094
C 1.02254 0.78048 -1.03797 0.205 -1.707 -0.886
C 1.67809 1.70972 -2.08819 0.047 1.269 2.507
C 1.63032 0.28725 0.13835 -1.813 -1.743 0.006
C 1.06433 -0.79534 0.91662 -3.184 1.214 -0.002
C 1.13471 -1.00136 2.47250 4.115 -0.459 2.280
C -0.18731 -1.31731 0.42154 -0.141 2.698 -2.635
H -3.20737 -0.70874 0.16948 -0.684 -2.261 0.817
H -4.38198 -1.55581 -0.82823 4.505 -1.189 2.473
H -2.55463 -0.95841 -2.21118 0.827 -0.208 2.785
H -1.85445 -2.32802 -1.54289 0.983 -1.463 -0.463
H -0.72657 0.96812 -2.26101 0.414 -1.810 1.850
H 2.81717 1.48234 -2.38804 -2.592 0.758 1.192
H 1.08497 1.72886 -3.07864 0.784 0.435 1.890
H 0.51291 3.40057 -0.54197 4.022 -2.035 -2.939
H 2.37099 3.06336 -0.27973 -3.142 -0.119 -3.673
H 2.49379 0.72813 0.52133 1.543 0.644 0.356
H 1.13734 -2.13093 2.70930 -0.905 1.786 -0.373
H 2.22616 -0.78259 3.13810 -2.467 -0.198 -2.783
H -0.85582 -0.74550 3.19193 3.619 2.954 0.193
H 0.23742 0.78485 3.09079 -0.576 0.058 -0.421
H -0.90154 -2.03127 0.74459 0.501 -1.218 1.669
N -3.17263 -1.75782 -0.13857 -4.078 5.294 -2.132
N 1.57109 3.12622 -1.19944 0.432 0.523 3.231
N 0.18988 -0.19932 3.29157 -3.010 -4.286 -0.656

(3)
24
Properties=species:S:1:pos:R:3:forces:R:3 method="wB97M-V/def2-TZVPD" s_squared=2.00 multiplicity=3 total_energy_ev=-34692.8082 homo_energy_ev="-3.8 / -10.2" homo_lumo_gap_ev="4.31 / 7.14" e_lumo_ev="0.494 / -3.106"
C 2.39621 -0.87777 1.17687 -0.344 0.156 0.064
C -1.40480 1.57261 0.69822 -0.002 0.083 0.177
C 0.90563 -0.56024 1.07143 0.003 0.404 0.130
C 0.54979 -0.11891 -0.34560 -2.861 1.764 2.467
C -1.15059 0.53732 -0.35418 2.701 -0.746 -0.997
N 0.13078 -1.75005 1.39683 -0.158 -0.059 0.591
O -2.42961 2.18660 -1.98257 -0.274 -0.315 0.003
O -0.00012 1.97569 -2.27456 -0.017 -0.140 0.076
O -1.52291 0.16829 -2.98631 -0.637 0.456 0.378
S 0.68334 -1.44202 -1.53390 1.119 -1.033 -4.263
S -1.26089 1.37112 -1.96172 0.294 -0.141 -0.271
H 2.98717 -0.03112 0.83887 0.100 0.044 -0.030
H 2.63760 -1.74446 0.56904 0.123 -0.168 -0.109
H 2.65769 -1.09064 2.21208 0.065 -0.052 0.066
H -0.60674 2.31131 0.69092 0.060 0.106 0.129
H -1.49790 1.14509 1.69469 0.061 -0.057 0.010
H -2.33414 2.08237 0.44621 -0.076 0.055 0.158
H 0.68987 0.28808 1.74173 0.095 -0.162 0.047
H 1.13393 0.72691 -0.69273 0.054 -0.018 -0.139
H -1.82795 -0.30569 -0.36486 -0.237 -0.098 0.018
H -0.82342 -1.52065 1.65276 0.069 -0.050 0.031
H 0.23901 -2.35908 -0.66582 -0.518 -0.159 1.498
H 0.54951 -2.26637 2.16239 -0.089 0.089 0.002
H -0.70147 -0.29841 -3.18979 0.469 0.040 -0.038

(4)
18
Properties=species:S:1:pos:R:3:forces:R:3 method="wB97M-V/def2-TZVPD" total_energy_ev=-26012.4820 homo_energy_ev=-8.9 homo_lumo_gap_ev=9.79 e_lumo_ev=0.859 relative_energy_ev=0.636 smiles=CCS.CCS
C -0.40315 -0.60110 3.65536 -1.196 0.312 0.388
C -0.02726 -0.17876 2.25279 1.292 -0.363 0.636
S 0.27093 -1.59543 1.16446 -0.867 -0.044 -0.462
H -0.54177 0.28398 4.28937 0.486 -0.098 0.050
H -1.41007 -1.03728 3.67462 0.152 -0.210 -0.216
H 0.26779 -1.32440 4.10976 0.190 0.125 -0.060
H 1.01560 0.14099 2.25206 0.031 0.533 0.276
H -0.60241 0.69677 1.95729 -0.318 -0.459 -0.707
H -0.93713 -2.20666 1.21260 0.233 0.220 0.028
C -0.59394 1.15605 -2.75832 0.769 -1.102 0.926
C 0.41331 -0.01920 -2.78568 -0.159 -0.370 -0.238
S 1.99086 0.43303 -1.92862 -0.761 -0.168 -0.379
H -0.99735 1.14460 -1.74327 0.239 0.573 0.108
H 0.04585 2.01491 -2.93711 -0.748 0.569 -0.098
H -1.48565 1.07409 -3.37506 0.365 -0.064 -0.611
H 0.72028 -0.33921 -3.78137 -0.160 0.274 -0.126
H 0.01268 -0.92645 -2.33197 0.080 0.154 0.305
H 2.26143 1.28408 -2.92691 0.371 0.116 0.180